Below is a cluster of 2 separate species, C6H12O in total at a distorted geometry, with properties calculated with ωB97M-V/def2-TZVPD.

Summary:
Total charge: +1
Gap between HOMO and LUMO (spin up / spin down), eV: 8.138 / 6.203
Multiplicity: 2
Relative energy (zero: lowest compared OMol25 entry of this formula, charge and spin), kJ/mol: 110.6

Element x y z (Å)
1 H -1.339903 -1.838130 -2.322255
2 H -1.836762 -3.567546 -0.693118
3 H -2.535060 0.079944 -2.208092
4 H 0.674085 1.809441 -0.012825
5 C -0.372419 1.494109 0.083611
6 H -2.172548 1.901252 -1.934326
7 H 4.428615 3.100365 4.698678
8 C -0.136304 -0.707235 -1.018691
9 H 4.920445 2.307732 3.630172
10 H -0.707897 -2.905113 0.486006
11 C -0.851108 -3.082916 -0.596727
12 O 4.378190 3.090270 3.732964
13 C -0.782162 0.581140 -1.005277
14 H -0.398723 1.085225 1.111574
15 H -1.044205 2.308467 0.255982
16 H -0.121186 -3.864318 -0.850285
17 H 0.603018 -0.786457 -0.233026
18 C -1.938316 0.847324 -1.727517
19 C -0.767763 -1.853559 -1.396844

Force components x, y, z for each atom (eV/Å):
-0.2259 0.0324 0.1433
0.3144 0.3130 -0.2813
0.1856 0.1501 -0.1175
-0.2186 0.2434 -0.1919
0.9357 0.4328 0.9764
-0.2836 -0.5564 0.4120
-0.4531 0.7108 0.0549
-0.5528 0.7467 1.5901
0.2606 -0.3445 -0.8599
0.1204 0.1665 -0.5435
0.0257 -0.7041 1.0765
0.1829 -0.3812 0.7968
-0.2148 -1.5009 0.3133
0.0293 -0.8276 -0.6648
-0.2277 0.8974 -0.6891
0.0336 0.2287 -0.3213
0.3237 -0.1273 -0.0008
0.2623 0.6854 -0.7654
-0.4974 -0.1652 -0.9277



Below is the molecule C3H3FN2O at a distorted geometry, with properties calculated with ωB97M-V/def2-TZVPD.

Summary:
SMILES: Nc1cnc(F)o1
Total charge: 0
Gap between HOMO and LUMO, eV: 9.381
Multiplicity: 1
Relative energy (zero: lowest compared OMol25 entry of this formula, charge and spin), kJ/mol: 91.2

Element x y z (Å)
1 O -0.638671 -1.027305 -0.121111
2 C -0.048771 1.118808 -0.141339
3 N -1.433916 1.039722 0.080257
4 H 2.411203 -0.116126 -0.180276
5 H 1.714031 -1.249147 0.844790
6 H 0.494023 2.065026 -0.122568
7 N 1.658570 -0.765790 -0.065061
8 C 0.421411 -0.139495 -0.194791
9 C -1.684108 -0.203849 -0.008395
10 F -2.893768 -0.721844 -0.091505

Force components x, y, z for each atom (eV/Å):
-0.2044 0.2247 -0.3090
-0.1231 0.0259 0.7895
-0.2711 0.2825 -1.0967
0.3472 0.1809 0.0517
0.1351 0.3947 -0.7427
-0.2690 -0.5152 0.0115
-0.3043 -0.5545 0.1545
0.5603 -0.4656 0.7126
-0.5325 0.7058 0.0448
0.6619 -0.2793 0.3838